Entry 1:
Here is 2 unconnected molecules or ions with the total composition C3H12N4 in a non-equilibrium geometry from the OMol25 dataset. Energies are from the ωB97M-V functional and the def2-TZVPD basis.

Computed properties:
SMILES string = [H]/N=C(/C)NN.CN
E_HOMO = -0.311 hartree
ΔE to the lowest compared entry with this formula, charge and spin = 75.2 kcal/mol
Orbital gap = 9.38 eV

Element x y z (Å)
N -1.945 -1.560 -0.519
N -0.775 -1.289 0.230
N -1.270 1.186 0.191
N 1.338 -0.065 -0.413
C 0.082 0.363 1.988
C -0.451 0.280 0.583
C 1.492 0.877 -1.517
H -0.676 0.046 2.701
H -0.674 -1.946 0.993
H -1.542 1.117 -0.786
H 2.226 -0.259 0.038
H 1.833 1.839 -1.136
H 0.758 -0.978 -0.617
H 0.521 1.030 -1.986
H 0.969 -0.269 2.072
H 2.173 0.513 -2.291
H 0.361 1.391 2.216
H -1.752 -1.392 -1.503
H -2.667 -0.885 -0.243

Entry 2:
Here is a single C3H4O2 molecule in a non-equilibrium geometry from the OMol25 dataset. Energies are from the ωB97M-V functional and the def2-TZVPD basis.

Computed properties:
SMILES string = CC(=O)C=O
E_HOMO = -0.383 hartree
ΔE to the lowest compared entry with this formula, charge and spin = 66.9 kcal/mol
Orbital gap = 9.64 eV

Element x y z (Å)
O -1.305 -0.116 0.967
O 2.064 -0.642 0.413
C -0.258 -0.087 0.296
C 0.937 -0.870 0.766
C -0.354 0.779 -0.856
H 0.557 1.293 -1.212
H -0.857 0.316 -1.695
H 0.682 -1.663 1.488
H -1.465 0.991 -0.168

Entry 3:
Here is a molecular structure, C18H12N5Se2Te2Ti in a non-equilibrium geometry from the OMol25 dataset. Energies are from the ωB97M-V functional and the def2-TZVPD basis.

Computed properties:
Spin multiplicity = 2
E_HOMO (spin up / spin down) = -0.260 / -0.260 hartree
Expectation value of S² = 0.755
Orbital gap (spin up / spin down) = 6.09 / 6.07 eV

Element x y z (Å)
Te -2.868 -1.921 -0.153
Te -2.980 0.910 0.130
Se -0.565 -2.877 -0.012
Se -0.750 2.055 0.042
Ti -0.149 -0.368 0.003
N -0.102 -0.405 -2.171
N -0.151 -0.503 2.205
N 2.286 -0.334 -2.320
N 2.222 -0.147 2.358
N 1.767 -0.321 0.013
C -1.310 -1.207 -4.088
C 1.047 -0.768 -2.778
C 2.541 -0.046 -1.114
C 5.925 1.651 -0.699
C 1.123 -1.395 4.027
C 3.800 0.608 -0.680
C 1.030 -0.703 2.819
C 2.501 0.057 1.142
C -0.139 -1.733 -4.621
C 4.871 1.086 -1.408
C 5.897 1.721 0.694
C -0.015 -1.853 4.645
C 1.049 -1.472 -3.980
C -1.257 -0.863 2.885
C 3.771 0.681 0.694
C -1.237 -0.555 -2.883
C -1.244 -1.536 4.080
C 4.814 1.230 1.414
H 2.007 -1.766 -4.384
H 2.110 -1.535 4.445
H 6.733 2.165 1.219
H -0.155 -2.296 -5.546
H -2.262 -1.304 -4.590
H -2.193 -0.593 2.426
H 4.777 1.272 2.495
H 4.879 1.020 -2.489
H -2.178 -1.807 4.552
H -2.119 -0.118 -2.445
H 6.782 2.043 -1.232
H 0.046 -2.417 5.567

Entry 4:
Here is 2 unconnected molecules or ions with the total composition C4H8O2 from the OMol25 dataset. Energies are from the ωB97M-V functional and the def2-TZVPD basis.

Computed properties:
SMILES string = C=CC=O.CO
E_HOMO = -0.361 hartree
ΔE to the lowest compared entry with this formula, charge and spin = 50.7 kcal/mol
Orbital gap = 10.28 eV

Element x y z (Å)
O -2.732 0.449 -0.736
O 1.102 0.107 -0.164
C -1.903 0.503 0.146
C -0.650 -0.503 1.985
C -1.581 -0.632 1.040
C 2.082 0.390 -1.140
H -0.105 0.432 2.099
H -1.320 1.427 0.337
H 2.875 -0.370 -1.167
H -2.130 -1.557 0.873
H 2.529 1.346 -0.860
H -0.375 -1.316 2.649
H 1.649 0.490 -2.145
H 0.658 -0.718 -0.393

Entry 5:
Here is a single C3H5NO2 molecule in a non-equilibrium geometry from the OMol25 dataset. Energies are from the ωB97M-V functional and the def2-TZVPD basis.

Computed properties:
SMILES string = N=C1OCCO1
E_HOMO = -0.359 hartree
ΔE to the lowest compared entry with this formula, charge and spin = 86.6 kcal/mol
Orbital gap = 10.41 eV

Element x y z (Å)
O -0.630 -1.119 -0.169
O -0.230 1.081 -0.055
N -1.917 0.261 -1.477
C -0.997 0.122 -0.636
C 0.589 0.449 0.950
C 0.616 -0.962 0.433
H -2.075 1.243 -1.689
H 0.112 0.631 1.922
H 1.585 0.879 0.930
H 1.410 -1.697 0.310
H 1.537 -0.887 -0.520

Entry 6:
Here is a molecular structure, C16H21BCl3CrGeN9O from the OMol25 dataset. Energies are from the ωB97M-V functional and the def2-TZVPD basis.

Computed properties:
Spin multiplicity = 4
Total charge = +3
E_HOMO (spin up / spin down) = -0.633 / -0.633 hartree
ΔE to the lowest compared entry with this formula, charge and spin = 0.0 kcal/mol
Expectation value of S² = 3.780
Orbital gap (spin up / spin down) = 6.10 / 5.94 eV

Element x y z (Å)
Ge 1.548 1.795 1.814
Cr -0.658 0.063 -0.419
Cl 3.479 2.332 2.296
Cl -0.038 2.864 2.644
Cl 1.276 1.701 -0.361
O -0.693 0.164 -2.280
N -0.922 0.080 -4.512
N -1.867 -1.445 -0.167
N -3.908 -1.827 3.596
N -2.586 -1.609 0.986
N -3.316 -0.638 3.266
N -0.012 -0.319 1.527
N -0.902 -0.459 2.448
N -2.763 0.880 1.344
N -1.978 1.283 0.311
C -4.192 -0.342 5.275
C -3.713 1.808 1.545
C -3.539 2.837 0.633
C 0.534 0.047 -4.714
C -2.057 -2.547 -0.916
C 1.011 -0.454 3.555
C -1.759 0.101 -5.730
C -1.464 0.138 -3.334
C -3.216 -2.797 0.935
C -2.947 0.178 -3.171
C -3.478 0.269 4.292
C -4.433 -1.648 4.784
C 1.247 -0.246 2.158
C -0.349 -0.569 3.686
C -2.438 2.468 -0.121
C -2.901 -3.422 -0.261
B -2.545 -0.487 2.034
H 0.751 -0.655 -5.516
H 1.758 -0.515 4.332
H 1.035 -0.274 -3.809
H -2.405 -0.774 -5.764
H -1.579 -2.646 -1.878
H -3.353 1.084 -3.625
H 2.111 -0.640 1.620
H -3.414 -0.667 -3.678
H -1.100 0.084 -6.591
H -3.840 -3.095 1.762
H 0.882 1.038 -5.004
H -4.461 1.674 2.310
H -1.959 2.982 -0.940
H -3.084 1.272 4.234
H -3.213 0.154 -2.119
H -3.245 -4.383 -0.602
H -4.503 0.076 6.217
H -2.358 1.008 -5.765
H -4.135 3.728 0.534
H -4.975 -2.451 5.258
H -0.972 -0.720 4.554

Entry 7:
Here is 8 unconnected molecules or ions with the total composition C29H53NO7PS from the OMol25 dataset. Energies are from the ωB97M-V functional and the def2-TZVPD basis.

Computed properties:
Total charge = +1
E_HOMO = -0.403 hartree
ΔE to the lowest compared entry with this formula, charge and spin = 0.0 kcal/mol
Orbital gap = 6.69 eV

Element x y z (Å)
S 1.471 6.719 5.624
P 2.051 5.990 3.945
O 1.990 3.160 -2.784
O -2.129 -1.804 3.535
O -3.447 -3.110 -1.208
O -2.478 1.746 -2.859
O -6.435 3.035 -5.148
O 4.328 -3.357 2.885
O 8.616 -3.150 3.998
N 1.755 3.247 3.925
C 4.240 -2.168 3.059
C -7.155 2.500 -7.350
C -4.361 -3.467 -1.916
C -2.766 2.923 -2.810
C -0.031 4.404 2.955
C 5.452 -1.293 3.276
C -0.632 0.992 0.343
C 2.135 2.041 -3.221
C 9.901 -5.141 3.776
C -0.661 3.190 2.715
C -1.695 3.971 -2.616
C -4.187 3.402 -2.932
C 7.693 -4.750 2.511
C 3.289 1.167 -2.791
C 1.207 4.420 3.560
C -1.104 -3.943 3.350
C -4.810 -2.644 -3.097
C -3.192 -3.283 2.012
C -0.056 1.980 3.084
C -2.144 -2.903 3.019
C 1.163 2.058 3.713
C 1.174 1.449 -4.220
C 8.729 -4.240 3.481
C -1.246 0.518 1.424
C -5.105 -4.754 -1.662
C -4.817 1.898 -6.476
C -0.682 0.638 2.825
C 2.889 -1.480 3.076
C -6.164 2.531 -6.213
H 1.764 6.741 2.798
H -1.150 1.098 -0.605
H 10.446 -5.358 2.856
H 3.908 1.702 -2.075
H -1.892 4.543 -1.707
H -1.583 -4.835 3.754
H 1.651 1.152 4.048
H 2.913 0.249 -2.336
H -4.292 4.067 -3.789
H -2.725 -3.532 1.058
H -3.874 -2.451 1.860
H 2.659 3.255 4.384
H -6.747 3.021 -8.217
H -0.406 -3.549 4.085
H 6.912 -4.001 2.410
H 10.567 -4.657 4.485
H -4.326 2.398 -7.312
H 6.359 -1.893 3.256
H 0.404 1.322 0.407
H -3.754 -4.151 2.362
H -6.163 -4.547 -1.492
H -0.561 -4.229 2.448
H 2.732 -1.000 4.046
H -4.716 -3.226 -4.015
H 0.055 -0.155 2.987
H 2.104 -2.215 2.913
H -0.722 3.489 -2.538
H 3.894 0.893 -3.657
H -4.189 1.971 -5.590
H -1.472 0.465 3.557
H -5.858 -2.361 -2.979
H -4.200 -1.747 -3.173
H -4.944 0.846 -6.736
H 5.384 -0.795 4.245
H 2.843 -0.725 2.287
H -4.691 -5.254 -0.790
H 0.391 2.167 -4.450
H 7.248 -5.676 2.877
H -4.857 2.559 -3.064
H 1.704 1.185 -5.137
H 3.403 5.625 3.825
H -8.080 2.982 -7.042
H -5.023 -5.412 -2.528
H 5.505 -0.528 2.498
H -1.680 4.664 -3.459
H -7.363 1.469 -7.639
H -4.472 3.954 -2.034
H -0.495 5.339 2.665
H 0.719 0.543 -3.814
H -1.629 3.153 2.228
H 9.550 -6.086 4.195
H -2.186 -0.014 1.316
H 8.147 -4.944 1.537

Entry 8:
Here is a molecular structure, C34H53As2CuI2N3O3Si3 in a non-equilibrium geometry from the OMol25 dataset. Energies are from the ωB97M-V functional and the def2-TZVPD basis.

Computed properties:
Spin multiplicity = 2
E_HOMO (spin up / spin down) = -0.176 / -0.246 hartree
Expectation value of S² = 0.783
Orbital gap (spin up / spin down) = 5.24 / 7.04 eV

Element x y z (Å)
I 1.323 5.031 1.435
I 6.884 4.592 -0.492
As 0.725 -1.480 -0.803
As -2.099 3.193 -1.568
Cu -0.367 1.121 -0.256
Si 0.106 -3.818 -0.964
Si 1.582 -1.300 1.420
Si 0.970 -0.875 -3.122
O 0.974 2.581 -0.683
O -2.074 2.174 -0.264
O -1.179 1.255 7.189
N -0.311 1.838 2.015
N -0.746 1.635 4.458
N 3.075 0.683 -1.193
C 0.042 -1.497 2.466
C -2.040 1.134 4.928
C 4.959 3.744 -0.421
C -0.997 -4.213 -2.434
C 2.226 2.822 -0.471
C 5.677 1.605 -1.452
C 0.041 1.819 6.735
C 2.556 0.203 1.949
C -0.895 -4.375 0.525
C 4.042 -0.100 -1.590
C -0.783 -0.965 -3.776
C 1.626 -4.926 -1.131
C -1.031 -0.743 -0.530
C -1.601 2.436 -3.265
C 2.659 3.983 0.204
C 3.339 1.964 -0.888
C -1.239 4.906 -1.548
C -6.140 -2.700 -0.659
C 3.979 4.447 0.215
C -5.487 -2.503 0.560
C -3.958 3.684 -1.780
C -3.519 -1.644 -0.589
C -2.199 -1.228 -0.562
C -2.259 1.628 6.345
C -4.209 -1.985 0.609
C 4.685 2.461 -0.932
C -4.212 -1.819 -1.822
C 1.747 0.758 -3.598
C -5.489 -2.343 -1.843
C 1.975 -2.236 -3.938
C 2.717 -2.776 1.681
C -0.523 1.734 3.147
C 0.379 1.324 5.344
C 5.362 0.323 -1.779
H -0.289 -4.502 1.427
H 3.764 -1.137 -1.762
H 2.030 -2.047 -5.014
H 2.094 1.128 1.604
H -7.138 -3.117 -0.686
H -1.240 -5.280 -2.402
H 2.172 -3.723 1.684
H 2.998 -2.265 -3.550
H -3.153 1.171 6.764
H 2.263 -4.885 -0.243
H -1.079 -2.002 -3.947
H -3.713 -1.829 1.559
H -1.694 3.209 -4.028
H -4.555 2.775 -1.817
H 0.812 1.513 7.440
H -1.360 -5.339 0.297
H 1.352 1.089 -4.564
H 1.330 -5.970 -1.282
H -1.655 5.477 -2.380
H -1.475 -0.536 -3.053
H 1.556 1.531 -2.851
H -0.398 -2.487 2.345
H 1.278 1.814 4.971
H -1.440 5.416 -0.614
H -5.991 -2.767 1.483
H 0.275 -1.346 3.526
H -4.256 4.260 -0.906
H 3.578 0.161 1.566
H -0.571 2.097 -3.209
H -0.170 4.782 -1.674
H 6.691 1.969 -1.549
H 1.526 -3.221 -3.788
H 4.217 5.370 0.727
H -3.721 -1.543 -2.748
H 6.113 -0.357 -2.161
H -2.826 1.499 4.270
H -0.868 -0.421 -4.722
H -0.032 2.912 6.731
H -2.257 1.603 -3.499
H -1.697 -3.661 0.738
H -2.371 2.718 6.346
H -5.989 -2.488 -2.793
H -0.702 -0.761 2.156
H 2.831 0.648 -3.691
H 3.230 -2.678 2.642
H 2.238 -4.625 -1.988
H -4.119 4.275 -2.682
H 3.483 -2.822 0.900
H -2.053 0.038 4.924
H 2.599 0.228 3.044
H -1.938 -3.654 -2.385
H 0.551 0.242 5.375
H -0.526 -4.011 -3.400

Entry 9:
Here is a single C3H4S3 molecule in a non-equilibrium geometry from the OMol25 dataset. Energies are from the ωB97M-V functional and the def2-TZVPD basis.

Computed properties:
SMILES string = S=C1SC[C@H]1S
E_HOMO = -0.321 hartree
ΔE to the lowest compared entry with this formula, charge and spin = 26.9 kcal/mol
Orbital gap = 8.45 eV

Element x y z (Å)
S -0.734 -1.957 -1.865
S -1.710 -0.449 0.856
S 0.968 0.597 -1.765
C 0.009 -0.727 -1.129
C 0.020 -0.373 0.339
C 0.707 0.992 0.021
H 0.815 -0.975 0.790
H 1.621 1.219 0.548
H -0.005 1.804 0.011
H -1.690 -0.132 2.193

Entry 10:
Here is 10 unconnected molecules or ions with the total composition C22H51N9O11 in a non-equilibrium geometry from the OMol25 dataset. Energies are from the ωB97M-V functional and the def2-TZVPD basis.

Computed properties:
SMILES string = O=C1CCCO1.CC(N)=O.CC(N)=O.CC(N)=O.CC(N)=O.CC(N)=O.CC(N)=O.CC(N)=O.CC(N)=O.CC(N)=O
E_HOMO = -0.345 hartree
Orbital gap = 9.31 eV

Element x y z (Å)
O -24.036 2.691 2.001
O -20.395 10.266 -3.236
O -15.106 9.993 0.611
O -22.092 10.077 6.000
O -16.664 9.387 -0.845
O -19.898 5.401 -2.098
O -25.787 7.259 1.705
O -18.521 12.126 2.497
O -25.826 13.010 -1.346
O -20.826 5.688 2.910
O -23.430 9.769 1.141
N -22.500 9.983 -3.923
N -20.514 5.193 0.027
N -26.461 9.377 1.405
N -23.987 9.449 6.993
N -25.252 4.527 2.541
N -17.711 11.515 4.515
N -22.700 7.806 1.832
N -25.027 12.025 0.494
N -20.507 4.535 4.809
C -23.486 12.420 -1.332
C -27.830 7.934 2.786
C -24.873 12.503 -0.765
C -18.345 6.282 -0.510
C -21.387 9.541 -3.293
C -19.633 5.612 -0.916
C -21.364 8.087 -2.820
C -18.735 11.793 3.651
C -15.990 10.316 -0.122
C -16.524 11.680 -0.459
C -21.024 6.928 4.941
C -22.460 9.020 1.337
C -23.261 9.760 5.896
C -24.470 3.804 1.719
C -17.872 11.382 -1.086
C -20.114 11.570 4.194
C -24.033 9.721 4.597
C -17.686 9.950 -1.658
C -21.090 9.645 1.197
C -26.596 8.155 1.930
C -20.748 5.673 4.142
C -24.240 4.420 0.347
H -21.177 4.590 -0.437
H -21.172 10.724 1.263
H -20.383 5.202 1.031
H -20.677 9.339 0.234
H -27.727 6.962 3.268
H -25.367 4.248 3.498
H -27.199 10.048 1.508
H -25.898 12.024 0.993
H -15.850 12.143 -1.189
H -20.314 4.565 5.795
H -20.762 6.778 5.995
H -23.346 9.459 -4.031
H -27.869 8.651 3.602
H -25.578 9.623 0.967
H -23.354 10.017 3.797
H -20.277 3.684 4.326
H -18.637 11.273 -0.314
H -23.630 12.511 -2.407
H -21.721 8.032 -1.794
H -17.864 11.081 5.405
H -24.881 10.390 4.462
H -22.353 10.890 -4.336
H -22.067 7.212 4.841
H -24.338 11.496 1.015
H -16.776 11.810 4.300
H -22.044 7.068 2.071
H -28.651 7.857 2.074
H -22.017 7.487 -3.456
H -18.215 6.255 0.569
H -20.371 7.696 -3.016
H -25.127 4.429 -0.283
H -23.587 9.556 7.908
H -20.202 11.647 5.277
H -22.908 11.564 -1.005
H -16.531 12.405 0.358
H -24.300 8.683 4.384
H -25.581 5.442 2.240
H -18.641 9.454 -1.530
H -17.522 5.761 -0.999
H -23.014 13.359 -1.029
H -24.977 9.300 6.915
H -20.373 7.770 4.707
H -18.324 7.264 -0.984
H -23.538 3.777 -0.184
H -20.762 12.349 3.800
H -23.680 7.548 1.920
H -23.743 5.385 0.435
H -20.350 10.536 3.946
H -17.400 10.081 -2.702
H -18.210 12.078 -1.848
H -20.418 9.316 1.990

Entry 11:
Here is a single C7H10 molecule from the OMol25 dataset. Energies are from the ωB97M-V functional and the def2-TZVPD basis.

Computed properties:
E_HOMO = -0.260 hartree
ΔE to the lowest compared entry with this formula, charge and spin = 179.6 kcal/mol
Orbital gap = 8.04 eV

Element x y z (Å)
C -1.335 0.254 0.535
C -0.187 1.233 -0.938
C -0.673 -0.223 -0.776
C 0.270 -1.837 -0.560
C -0.270 1.360 0.612
C 1.212 -0.491 0.359
C 0.990 0.647 1.001
H 0.757 1.459 -1.437
H 0.928 -2.463 0.077
H -2.321 0.652 0.262
H 0.626 -1.963 -1.583
H 2.163 -1.009 0.397
H -0.698 -2.327 -0.436
H 1.743 1.098 1.645
H -1.009 1.754 -1.449
H -0.461 2.317 1.112
H -1.441 -0.439 1.375

Entry 12:
Here is a single C7H8 molecule in a non-equilibrium geometry from the OMol25 dataset. Energies are from the ωB97M-V functional and the def2-TZVPD basis.

Computed properties:
SMILES string = Cc1ccccc1
E_HOMO = -0.329 hartree
ΔE to the lowest compared entry with this formula, charge and spin = 10.3 kcal/mol
Orbital gap = 10.02 eV

Element x y z (Å)
C 0.116 -0.732 0.509
C 1.057 -0.378 -0.449
C -0.437 1.297 -1.277
C 0.410 -1.800 1.551
C -0.924 0.170 0.797
C -1.243 1.141 -0.141
C 0.791 0.683 -1.321
H -1.521 -0.063 1.667
H 1.895 -1.029 -0.654
H -0.873 1.890 -2.069
H 1.080 -1.471 2.336
H 1.390 0.832 -2.210
H 0.805 -2.702 1.085
H -1.991 1.893 0.085
H -0.540 -2.073 2.010